(1)
This record from the Open Molecules 2025 dataset describes 2 unconnected molecules or ions with the total composition CH5INP at a distorted geometry. The level of theory is ωB97M-V with the def2-TZVPD basis set.

Values from the calculation:
Maximum force: 0.0934 hartree/bohr
ΔE to the lowest compared entry with this formula, charge and spin: 305.24 kJ/mol
LUMO: -0.15 eV
HOMO: -8.38 eV
SMILES string: [H]/P=N/C.I

Cartesian coordinates (Å):
H1 -1.61 2.58 0.10
P1 -1.32 1.04 -0.02
N1 0.17 1.23 0.18
C1 1.17 0.33 0.51
H2 2.08 0.46 -0.01
H3 1.36 0.29 1.59
H4 0.81 -0.80 0.32
I1 -0.64 -2.75 -1.02
H5 -2.03 -2.38 -1.65

***

(2)
This record from the Open Molecules 2025 dataset describes 2 unconnected molecules or ions with the total composition CH5INP at a distorted geometry. The level of theory is ωB97M-V with the def2-TZVPD basis set.

Values from the calculation:
Maximum force: 0.0308 hartree/bohr
ΔE to the lowest compared entry with this formula, charge and spin: 0.00 kJ/mol
LUMO (alpha / beta): 0.96 / -3.07 eV
HOMO (alpha / beta): -6.49 / -9.72 eV
Spin multiplicity: 3
⟨S²⟩: 2.006

Cartesian coordinates (Å):
C1 -0.93 -0.70 -0.01
N1 1.42 0.29 -0.79
P1 0.80 -0.41 0.56
I1 -0.70 1.95 2.93
H1 -1.11 -1.78 -0.05
H2 -1.12 -0.27 -0.98
H3 -1.61 -0.28 0.72
H4 2.39 0.56 -0.81
H5 0.87 0.64 -1.57

***

(3)
This record from the Open Molecules 2025 dataset describes a molecular structure, CH5IOSi at a distorted geometry. The level of theory is ωB97M-V with the def2-TZVPD basis set.

Values from the calculation:
Maximum force: 0.0893 hartree/bohr
ΔE to the lowest compared entry with this formula, charge and spin: 255.62 kJ/mol
LUMO: -0.68 eV
HOMO: -8.73 eV

Cartesian coordinates (Å):
C1 -0.09 1.20 0.46
O1 0.85 0.17 0.27
Si1 0.65 -1.18 -0.59
I1 -2.16 -2.17 0.39
H1 0.02 1.95 -0.40
H2 0.26 1.88 1.35
H3 -1.15 0.99 0.64
H4 1.62 -2.12 -0.41
H5 0.00 -0.73 -1.71

***

(4)
This record from the Open Molecules 2025 dataset describes a molecular structure, CH5LiO2 at a distorted geometry. The level of theory is ωB97M-V with the def2-TZVPD basis set.

Values from the calculation:
Maximum force: 0.0301 hartree/bohr
ΔE to the lowest compared entry with this formula, charge and spin: 0.00 kJ/mol
LUMO: -0.29 eV
HOMO: -9.03 eV

Cartesian coordinates (Å):
O1 0.37 -0.16 -0.06
H1 -0.61 0.19 -0.85
C1 0.29 -0.63 1.25
H2 1.27 -0.52 1.76
H3 -0.46 -0.09 1.85
H4 0.04 -1.71 1.28
Li1 0.98 1.30 -1.03
O2 -0.79 1.06 -1.72
H5 -1.09 0.57 -2.49

***

(5)
This record from the Open Molecules 2025 dataset describes a gas-phase ion, CH5N2 (charge +1) at a distorted geometry. The level of theory is ωB97M-V with the def2-TZVPD basis set.

Values from the calculation:
Maximum force: 0.1158 hartree/bohr
ΔE to the lowest compared entry with this formula, charge and spin: 73.87 kJ/mol
LUMO: -4.66 eV
HOMO: -16.67 eV
Total charge: +1
SMILES string: NC=[NH2+]

Cartesian coordinates (Å):
N1 1.11 -0.20 0.08
C1 0.01 0.47 0.10
N2 -1.28 -0.11 0.12
H1 2.09 0.10 0.06
H2 1.13 -1.20 0.02
H3 0.08 1.54 -0.09
H4 -1.91 0.57 -0.25
H5 -1.23 -1.17 -0.04

***

(6)
This record from the Open Molecules 2025 dataset describes 2 unconnected molecules or ions with the total composition CH5N2O2 at a distorted geometry. The level of theory is ωB97M-V with the def2-TZVPD basis set.

Values from the calculation:
Maximum force: 0.0692 hartree/bohr
ΔE to the lowest compared entry with this formula, charge and spin: 817.77 kJ/mol
LUMO (alpha / beta): 4.75 / 4.84 eV
HOMO (alpha / beta): -1.87 / -2.47 eV
Total charge: -1

Cartesian coordinates (Å):
C1 0.27 0.40 -1.63
N1 -0.15 0.07 2.10
N2 -0.99 -0.77 -0.03
O1 -0.30 -1.71 0.43
O2 -1.03 0.26 1.07
H1 -0.09 0.35 -2.78
H2 0.20 1.48 -1.38
H3 1.28 0.05 -1.39
H4 0.62 0.69 1.86
H5 0.19 -0.80 1.74

***

(7)
This record from the Open Molecules 2025 dataset describes a gas-phase ion, CH5N2O3 (charge +1) at a distorted geometry. The level of theory is ωB97M-V with the def2-TZVPD basis set.

Values from the calculation:
Maximum force: 0.0865 hartree/bohr
ΔE to the lowest compared entry with this formula, charge and spin: 180.21 kJ/mol
LUMO (alpha / beta): -6.37 / -6.37 eV
HOMO (alpha / beta): -16.17 / -16.17 eV
Total charge: +1
SMILES string: CO[N+](=O)NO

Cartesian coordinates (Å):
C1 -1.83 0.12 0.02
O1 -0.49 0.36 -0.45
N1 0.32 -0.60 -0.15
O2 0.05 -1.73 0.07
N2 1.63 -0.16 0.16
O3 1.95 1.10 -0.20
H1 -1.82 -0.81 0.77
H2 -2.40 -0.14 -0.91
H3 -2.24 1.07 0.42
H4 2.26 -0.83 -0.04
H5 2.57 1.62 0.30

***

(8)
This record from the Open Molecules 2025 dataset describes 2 unconnected molecules or ions with the total composition CH5N2P at a distorted geometry. The level of theory is ωB97M-V with the def2-TZVPD basis set.

Values from the calculation:
Maximum force: 0.0556 hartree/bohr
ΔE to the lowest compared entry with this formula, charge and spin: 313.77 kJ/mol
LUMO (alpha / beta): -0.51 / -0.68 eV
HOMO (alpha / beta): -8.53 / -7.13 eV

Cartesian coordinates (Å):
C1 -0.16 0.97 -1.13
N1 0.99 -1.55 2.33
N2 -0.71 -0.27 -0.69
P1 -0.23 -0.72 1.94
H1 -0.34 1.81 -0.48
H2 0.91 0.92 -1.42
H3 -0.56 1.10 -2.23
H4 1.73 -2.21 2.00
H5 -1.62 -0.05 -0.32

***

- Look up the maximum force of the first one.
  0.0934 hartree/bohr